[1]
Entry from the OMol25 dataset: 2 unconnected molecules or ions with the total composition C5H12NO (wB97M-V/def2-TZVPD).

Properties
E_tot	-327.3704	hartree
frontier orbital gap	0.4020	Eh
energy relative to the best compared isomer or geometry (same formula, charge and spin)	234.1	kJ/mol
charge	+1

Last column: Löwdin charge in e.
Positions of all 19 atoms, in Å:
C  1.7767  0.9672  0.8358  -0.079
C  2.1243  -0.4053  0.2525  -0.019
C  0.6891  0.1772  0.3778  -0.444
C  -0.3385  -0.5170  1.2720  0.007
C  -2.8269  -0.5202  -1.1705  -0.099
N  -0.0036  0.5634  -0.9372  0.250
O  -2.5732  0.3734  -0.4653  0.013
H  1.9161  1.0108  1.9531  0.154
H  2.0922  1.8092  0.2748  0.108
H  2.6023  -0.3319  -0.7129  0.101
H  2.5304  -1.2332  0.8170  0.115
H  -0.9063  0.2491  1.7794  0.095
H  0.1355  -1.2258  1.9080  0.089
H  -1.1371  -1.0485  0.7344  0.067
H  -1.9726  -1.2640  -1.3930  0.112
H  -3.6937  -0.6914  -1.8143  0.112
H  -1.0409  0.6700  -0.9606  0.086
H  0.1883  -0.0898  -1.6518  0.140
H  0.4380  1.5067  -1.0990  0.193



[2]
Entry from the OMol25 dataset: a gas-phase ion, C5H12NO (charge +1) (wB97M-V/def2-TZVPD).

Properties
E_tot	-327.3700	hartree
SMILES	C=[NH+]CCCCO
frontier orbital gap	0.2929	Eh
energy relative to the best compared isomer or geometry (same formula, charge and spin)	235.1	kJ/mol
charge	+1

Last column: Löwdin charge in e.
Positions of all 19 atoms, in Å:
C  1.7250  -1.1370  0.2456  -0.263
O  0.8418  -2.1874  -0.1184  -0.080
C  0.9785  -0.3896  1.3620  -0.149
C  -0.5534  -0.2250  1.0392  -0.153
C  -0.8275  0.1692  -0.3798  -0.135
C  -1.5352  2.3210  -1.4430  0.179
N  -0.8157  1.6453  -0.6282  0.035
H  2.0426  -0.5522  -0.6236  0.112
H  2.6534  -1.5808  0.6496  0.127
H  0.9589  -2.6387  -0.9612  0.109
H  1.0759  -1.0637  2.2443  0.131
H  1.4583  0.5369  1.6596  0.106
H  -1.0169  0.5855  1.6481  0.129
H  -0.9694  -1.1881  1.3295  0.126
H  -1.7747  -0.0756  -0.8599  0.138
H  -0.0173  -0.1034  -1.0797  0.126
H  -2.0401  3.1670  -0.9776  0.137
H  -1.8827  1.8722  -2.3841  0.136
H  -0.1699  2.1566  -0.0086  0.187



[3]
Entry from the OMol25 dataset: 2 unconnected molecules or ions with the total composition C5H12NO (wB97M-V/def2-TZVPD).

Properties
E_tot	-327.3733	hartree
frontier orbital gap	0.3256	Eh
energy relative to the best compared isomer or geometry (same formula, charge and spin)	226.5	kJ/mol
charge	+1

Last column: Löwdin charge in e.
Positions of all 19 atoms, in Å:
C  -1.5629  1.0448  1.5700  -0.065
C  -1.7705  0.1359  0.3234  -0.194
C  -0.6216  -0.1254  -0.6550  -0.242
C  -0.4652  0.6603  -1.7170  0.143
C  0.7110  -1.4195  0.9005  0.189
N  0.6082  -0.4699  0.0409  0.074
H  -0.6148  0.9332  2.0939  0.066
H  -1.7177  2.0664  1.2380  0.081
H  -2.3461  0.7667  2.2688  0.081
H  -2.4305  -0.6777  0.6226  0.110
H  -2.3800  0.7539  -0.3367  0.103
H  -1.2848  1.0167  -2.3243  0.097
H  0.5134  0.9239  -2.1051  0.087
H  1.4645  -2.1865  0.7431  0.130
H  0.0084  -1.5887  1.6872  0.115
H  1.4734  -0.4781  -0.5309  0.101
H  3.7650  0.0389  -0.7024  0.077
H  3.4437  -0.7511  -2.0232  0.078
O  3.2066  -0.6436  -1.0938  -0.034



[4]
Entry from the OMol25 dataset: a gas-phase ion, C5H12NO (charge +1) (wB97M-V/def2-TZVPD).

Properties
E_tot	-327.3958	hartree
SMILES	CCC(=[NH2+])CCO
frontier orbital gap	0.3956	Eh
energy relative to the best compared isomer or geometry (same formula, charge and spin)	167.6	kJ/mol
charge	+1

Last column: Löwdin charge in e.
Positions of all 19 atoms, in Å:
C  -0.0495  -1.0213  1.0453  -0.009
C  0.8157  1.5285  0.2715  -0.136
C  1.5801  2.0068  -0.9495  -0.036
C  -1.3164  -2.0272  0.7961  -0.236
C  -0.1018  0.2521  0.1515  -0.165
N  -0.8771  0.3468  -0.8313  0.262
O  -1.3624  -2.4946  -0.4935  -0.069
H  -0.0901  -0.5152  1.9893  0.126
H  0.8613  -1.4231  0.7976  0.099
H  1.9840  2.9303  -0.8689  0.048
H  0.9404  1.9550  -1.7977  0.058
H  2.4806  1.2534  -1.0934  0.145
H  -2.3190  -1.4514  1.0536  0.164
H  -1.3467  -2.9696  1.3816  0.131
H  0.1192  2.1984  0.5954  0.103
H  -0.8631  1.2767  -1.2682  0.163
H  1.4311  1.2762  1.0206  0.077
H  -1.4575  -0.4820  -1.0640  0.155
H  -0.4287  -2.6398  -0.7359  0.120



[5]
Entry from the OMol25 dataset: 2 unconnected molecules or ions with the total composition C5H12NO (wB97M-V/def2-TZVPD).

Properties
E_tot	-327.3812	hartree
frontier orbital gap	0.3075	Eh
energy relative to the best compared isomer or geometry (same formula, charge and spin)	205.8	kJ/mol
charge	+1

Last column: Löwdin charge in e.
Positions of all 19 atoms, in Å:
C  -0.8739  0.8428  0.7799  -0.320
C  1.1606  -0.5090  -0.2856  -0.160
C  -1.5240  -0.4614  1.0304  -0.017
C  -0.8633  1.5011  -0.5436  -0.015
C  0.9485  -1.6892  -1.1420  -0.083
N  2.3119  0.0665  -0.3281  0.124
O  -0.7416  1.6731  1.7948  0.166
H  -1.5386  -1.0879  0.1474  0.084
H  -2.5631  -0.2831  1.3298  0.121
H  -1.0471  -0.9982  1.8512  0.111
H  -0.8815  0.7942  -1.3649  0.093
H  -0.0075  2.1663  -0.6359  0.105
H  -1.7467  2.1435  -0.6155  0.121
H  1.0087  -2.5684  -0.4967  0.100
H  1.7032  -1.7829  -1.9248  0.084
H  -0.0439  -1.6906  -1.5850  0.073
H  2.5204  0.8602  0.2638  0.120
H  -0.8950  1.2693  2.6630  0.158
H  3.0730  -0.2463  -0.9382  0.134



[6]
Entry from the OMol25 dataset: 2 unconnected molecules or ions with the total composition C5H12NO2 (wB97M-V/def2-TZVPD).

Properties
E_tot	-402.9018	hartree
frontier orbital gap	0.2559	Eh
energy relative to the best compared isomer or geometry (same formula, charge and spin)	335.1	kJ/mol
charge	-1

Last column: Löwdin charge in e.
Positions of all 20 atoms, in Å:
C  0.5679  0.9989  -1.0905  -0.305
C  0.1971  -0.5280  -1.3255  -0.208
C  -1.0314  -0.8000  -2.0731  -0.226
C  -2.0293  -1.6567  -1.8412  -0.021
N  0.4225  1.6382  0.1313  -0.080
C  1.3056  1.2486  1.2993  -0.495
O  0.5840  0.7035  2.2841  -0.311
H  -0.1026  1.4585  -1.8351  0.087
H  1.5891  1.1092  -1.5273  0.103
H  0.1565  -0.8942  -0.2831  0.116
H  1.0408  -1.0912  -1.7720  0.107
H  -1.2403  -0.1054  -2.9089  0.095
H  -2.7964  -1.8884  -2.5412  0.021
H  -2.1827  -2.2862  -0.9664  0.051
H  -0.4867  1.8426  0.5125  0.096
H  2.1887  0.6670  0.9257  0.095
H  1.6641  2.2631  1.6010  0.071
H  0.2552  -0.7366  4.5173  -0.007
H  0.0652  -0.6782  3.0564  -0.028
O  -0.1671  -1.2646  3.8368  -0.161